The following is a quantum chemistry calculation of a 11-piece molecular cluster, C22H65N22O12 overall in a non-equilibrium geometry, from the Open Molecules 2025 dataset.

Structure (ORCA input):
```
! RIJCOSX wB97M-V def2-TZVPD def2/J DEFGRID3
* xyz 0 2
O 2.645 -4.648 -2.776
O -1.495 -0.647 -2.709
O 4.247 5.184 -4.034
O -1.988 0.819 3.456
O -4.046 2.643 -4.545
O 1.600 -1.100 0.738
O 4.954 6.528 -8.837
O 2.836 -1.871 8.554
O 0.678 2.395 -2.489
O -2.070 -4.023 4.012
O -1.295 -7.956 -0.360
O -5.867 1.932 1.507
N -4.865 3.973 -2.900
N -1.878 0.850 2.179
N 0.258 -8.012 -2.015
N 2.268 2.299 -4.107
N -2.189 -3.240 6.135
N 2.901 5.959 -5.687
N -3.545 -0.946 -3.622
N 4.852 -2.041 7.535
N -3.182 -5.244 5.564
N 3.236 7.359 -10.057
N 0.051 -6.155 -0.675
N -4.725 2.009 3.463
N 4.300 -3.442 9.284
N -6.702 3.173 3.213
N -1.750 -2.188 -4.356
N 5.134 5.600 -6.085
N 0.629 0.675 -3.963
N -2.850 2.887 -2.633
N 2.719 -0.465 5.844
N 1.962 -3.399 -1.007
N 3.904 -4.619 -0.887
N 3.904 5.169 -10.316
C -0.776 1.676 1.656
C 4.085 6.362 -9.685
C 2.826 -4.246 -1.632
C -0.490 2.768 2.735
C -0.828 -1.031 0.820
C 0.657 -1.174 2.921
C -3.215 -0.301 0.397
C -2.455 -4.160 5.162
C -3.924 3.135 -3.432
C 2.052 -1.457 4.977
C 3.928 -2.415 8.462
C -5.768 2.343 2.655
C -2.094 -0.425 1.491
C 0.563 0.935 1.418
C -2.629 -1.499 2.475
C 0.491 -0.615 1.502
C 4.110 5.556 -5.194
C 1.164 1.824 -3.461
C 2.098 -1.053 3.475
C -1.249 2.451 0.389
C -0.391 -7.411 -0.973
C -2.222 -1.226 -3.515
H -1.412 3.250 3.054
H -3.392 -5.936 4.870
H -2.808 -0.009 -0.575
H 0.206 3.479 2.274
H 0.993 -1.501 5.272
H -0.540 2.378 -0.439
H 3.201 5.009 -11.011
H 4.563 -5.242 -1.313
H -4.021 1.400 3.083
H 1.001 -7.578 -2.531
H -1.335 3.519 0.627
H 0.057 2.334 3.576
H 4.067 -4.304 0.051
H -4.159 -1.400 -4.269
H -2.259 2.139 0.106
H 2.678 1.851 -4.902
H -0.198 0.313 -3.487
H -0.398 -5.677 0.084
H 2.745 -1.734 2.922
H 1.319 -1.210 -0.171
H 5.186 -3.904 9.229
H -4.622 2.336 4.404
H -3.916 -0.236 -3.016
H 2.518 7.250 -10.747
H -2.137 2.274 -2.990
H -3.619 -1.212 2.838
H -2.717 -2.459 1.962
H -0.037 -8.936 -2.265
H 5.750 -2.473 7.442
H 1.002 0.189 -4.754
H -0.904 -2.125 0.836
H 2.458 -2.460 5.138
H 0.793 -5.698 -1.171
H -7.481 3.436 2.641
H -1.658 -2.432 5.870
H 2.764 6.268 -6.630
H 2.449 -0.021 3.391
H 4.516 4.417 -10.060
H 2.686 3.147 -3.757
H -0.776 -2.419 -4.294
H 2.087 -3.060 -0.066
H 5.026 5.905 -7.045
H -3.670 -1.287 0.276
H -3.510 -5.378 6.500
H -5.669 4.174 -3.462
H 2.588 0.463 5.467
H -3.974 0.407 0.745
H 1.156 -3.104 -1.527
H 4.595 -1.288 6.909
H -1.932 -1.677 3.287
H 6.036 5.313 -5.759
H 2.118 5.940 -5.060
H 0.025 -0.597 3.610
H 2.251 -0.521 6.740
H 3.638 -3.738 9.976
H 1.366 1.307 2.059
H -0.765 -0.740 -0.238
H -6.645 3.524 4.149
H 0.857 1.136 0.382
H -4.791 4.384 -1.990
H 0.290 -2.206 2.950
H -2.494 -3.330 7.085
H 3.349 8.249 -9.609
H -2.734 3.279 -1.719
H -2.321 -2.674 -5.020
*
```

E_LUMO (spin up / spin down) = 0.31 / 0.31 eV
Frontier orbital gap (spin up / spin down) = 8.38 / 9.25 eV
HOMO level (spin up / spin down) = -8.061 / -8.939 eV


The following is a quantum chemistry calculation of C22H66BeNO25 as an isolated structure in a non-equilibrium geometry, from the Open Molecules 2025 dataset.

Structure (ORCA input):
```
! RIJCOSX wB97M-V def2-TZVPD def2/J DEFGRID3
* xyz 1 1
O -0.926 -3.959 -1.217
O 0.770 4.269 -0.016
O 1.090 -1.307 -2.310
O -1.990 -3.644 2.366
O -3.352 3.769 -0.867
O 3.623 4.294 0.471
O -0.194 1.165 -0.201
O -4.567 -1.198 5.787
O -2.972 -2.723 7.839
O 6.929 -2.966 2.338
O 0.980 2.021 -2.807
O -3.861 -3.547 -1.310
O 2.957 3.482 -4.556
O 4.698 -2.757 0.874
O -3.280 0.709 -1.332
O -2.935 1.156 -6.616
O -1.092 0.411 1.546
O 0.461 -0.712 0.517
O -2.373 1.061 -3.892
O 2.634 1.708 -0.311
O -4.152 1.723 4.991
O -1.246 2.823 3.235
O -0.247 -1.970 3.570
O 2.273 -2.445 -5.041
O 4.867 2.380 -2.021
N -0.265 0.287 0.658
C -3.287 -1.929 5.668
C 3.701 0.806 -0.637
C -2.330 -0.112 -4.594
C 1.211 4.983 1.055
C 4.535 -2.213 2.150
C -1.646 -3.180 -2.241
C -3.323 2.416 4.102
C 2.583 4.478 1.499
C -1.871 2.420 4.419
C -4.413 2.870 -0.835
C -4.194 1.356 -0.382
C 2.105 -2.361 -2.442
C -0.683 -3.477 1.823
C 5.915 -2.206 2.991
C 0.341 -3.125 2.968
C -3.225 -3.162 6.523
C -2.995 -2.501 -1.722
C 1.170 1.803 -4.185
C 2.088 -3.054 -3.725
C 4.371 1.030 -2.051
C -2.184 0.114 -6.080
C 2.485 2.189 -4.835
Be 2.707 4.054 -1.782
H -5.013 3.241 -0.004
H -2.727 0.820 -3.032
H 2.326 3.435 1.688
H 0.345 2.297 -4.699
H -5.094 2.937 -1.685
H 5.658 -2.742 0.904
H 2.223 -3.087 -1.638
H -2.385 -0.804 -6.631
H 3.245 3.879 -5.382
H 3.308 -0.195 -0.460
H -3.686 3.432 3.943
H 0.325 1.427 -2.433
H 4.511 1.048 0.052
H -2.186 -2.786 2.750
H -3.445 -1.814 -2.438
H -2.860 1.875 -5.984
H -2.997 -2.220 4.658
H 5.705 -2.399 4.043
H -1.148 0.269 -6.383
H -0.343 -4.354 1.274
H -3.324 -0.449 -4.301
H 3.362 1.543 -4.858
H -5.166 0.867 -0.304
H -2.952 3.655 -1.732
H -3.751 1.589 0.586
H 3.026 -1.778 -2.470
H -4.771 -3.242 -1.287
H 5.824 2.383 -2.098
H 3.143 -2.062 -5.173
H 5.061 0.188 -2.098
H 2.960 -3.699 -3.621
H 0.049 3.706 0.274
H -3.534 2.123 3.074
H -3.718 -2.149 8.025
H -1.567 3.117 5.200
H -4.451 -0.274 5.553
H -2.639 -1.967 -0.841
H 2.227 2.217 -5.893
H -1.761 -0.873 -4.060
H -2.040 -3.832 -3.021
H 4.398 4.014 0.963
H 0.468 -3.936 3.685
H 0.926 0.775 -4.454
H -0.086 -1.179 3.050
H -1.002 -2.414 -2.671
H 3.630 1.000 -2.850
H -2.431 -3.904 6.436
H -4.875 2.326 5.180
H 1.365 6.008 0.719
H -0.733 -2.688 1.072
H 3.808 -2.893 2.594
H -1.604 1.387 4.642
H 4.147 -1.194 2.138
H 1.890 1.187 -0.001
H 0.882 -1.215 -1.377
H 1.109 -3.533 -3.709
H 2.869 4.846 2.484
H -4.189 -3.667 6.580
H -1.673 -4.213 -0.670
H 1.266 -2.775 2.510
H -2.375 0.848 -1.042
H 6.590 -3.862 2.407
H -1.394 2.075 2.652
H 6.381 -1.235 3.158
H 0.430 4.968 1.816
H -2.425 -1.279 5.813
*
```

E_LUMO = -8.22 eV
Relative energy (zero: lowest compared OMol25 entry of this formula, charge and spin) = 139.8 kcal per mole
Frontier orbital gap = 2.30 eV
HOMO level = -10.519 eV


The following is a quantum chemistry calculation of a 12-piece molecular cluster, C22H66FO22 overall in a non-equilibrium geometry, from the Open Molecules 2025 dataset.

Structure (ORCA input):
```
! RIJCOSX wB97M-V def2-TZVPD def2/J DEFGRID3
* xyz -1 1
F 14.369 -14.560 1.973
O 10.885 -19.172 -1.038
O 11.650 -13.298 2.529
O 14.534 -12.131 0.927
O 9.957 -14.056 0.357
O 15.979 -16.532 1.358
O 20.568 -13.213 -0.290
O 11.636 -16.649 -1.436
O 18.605 -12.514 1.759
O 15.846 -13.773 4.529
O 21.234 -16.897 3.204
O 13.157 -15.348 4.241
O 11.618 -11.169 -0.843
O 18.810 -16.837 1.649
O 13.297 -18.854 -2.111
O 12.696 -10.427 1.764
O 12.315 -11.938 7.171
O 15.172 -16.183 6.055
O 12.058 -10.684 4.297
O 14.368 -11.977 -1.945
O 10.188 -21.881 -0.130
O 13.010 -16.211 0.724
O 14.935 -10.733 7.066
C 11.200 -13.906 3.706
C 13.339 -9.480 2.619
C 14.636 -11.791 7.929
C 12.701 -16.525 -2.416
C 19.201 -13.549 -0.308
C 18.519 -13.766 1.071
C 15.663 -11.893 0.033
C 10.635 -19.458 0.340
C 19.980 -17.268 3.730
C 15.176 -11.185 -1.146
C 10.587 -11.910 -0.254
C 16.768 -14.639 5.086
C 12.486 -9.382 3.791
C 15.230 -17.300 0.408
C 10.994 -20.944 0.596
C 16.381 -16.055 5.311
C 12.975 -17.863 -3.091
C 13.560 -12.645 7.343
C 12.326 -14.289 4.620
C 13.822 -17.397 0.818
C 18.985 -17.780 2.673
C 10.785 -13.397 -0.563
H 16.089 -10.952 -1.702
H 14.776 -10.214 -0.914
H 13.407 -15.500 1.262
H 10.336 -21.558 -1.030
H 12.449 -11.446 6.341
H 19.057 -14.530 1.620
H 12.165 -18.272 -3.720
H 11.067 -18.232 -1.168
H 10.393 -13.608 -1.588
H 16.020 -12.806 -0.329
H 15.569 -12.386 8.183
H 20.830 -12.855 0.588
H 11.635 -8.813 3.499
H 15.587 -18.302 0.399
H 14.336 -9.718 2.950
H 14.451 -16.080 5.386
H 14.278 -11.496 8.927
H 10.411 -13.878 1.235
H 17.752 -14.652 4.524
H 12.467 -15.739 -3.157
H 15.538 -14.148 3.696
H 16.425 -11.376 0.621
H 11.842 -13.714 -0.516
H 19.275 -18.751 2.255
H 13.331 -10.970 1.266
H 13.760 -17.715 1.840
H 12.914 -13.301 4.694
H 17.507 -14.154 0.911
H 20.950 -16.502 2.366
H 13.539 -11.996 -1.479
H 12.973 -8.835 4.622
H 10.513 -13.153 4.173
H 12.525 -13.535 2.252
H 10.591 -14.753 3.441
H 11.752 -10.464 -0.215
H 15.589 -15.615 1.480
H 17.191 -16.514 5.885
H 10.565 -11.853 0.820
H 13.831 -17.713 -3.822
H 13.674 -16.202 -1.963
H 19.557 -16.407 4.304
H 18.026 -17.908 3.169
H 17.820 -16.821 1.404
H 18.986 -14.383 -0.907
H 12.051 -11.323 3.555
H 14.242 -10.081 7.123
H 18.087 -12.679 2.508
H 14.013 -12.956 6.379
H 9.670 -11.533 -0.698
H 13.302 -18.170 0.249
H 14.477 -13.024 1.287
H 9.572 -19.202 0.577
H 11.876 -14.500 5.595
H 13.568 -15.066 3.386
H 11.299 -18.846 1.066
H 11.961 -16.255 -0.588
H 10.697 -21.124 1.690
H 13.436 -8.546 2.047
H 15.225 -16.877 -0.591
H 12.523 -19.335 -1.729
H 20.156 -18.057 4.406
H 16.372 -16.588 4.331
H 16.989 -14.196 6.086
H 18.598 -12.669 -0.695
H 13.334 -13.506 7.963
H 12.051 -21.157 0.527
*
```

E_LUMO = 2.42 eV
Relative energy (zero: lowest compared OMol25 entry of this formula, charge and spin) = 2.9 kcal per mole
Frontier orbital gap = 9.98 eV
HOMO level = -7.558 eV


The following is a quantum chemistry calculation of a 7-piece molecular cluster, C22H66N6O7P2S5 overall in a non-equilibrium geometry, from the Open Molecules 2025 dataset.

Structure (ORCA input):
```
! RIJCOSX wB97M-V def2-TZVPD def2/J DEFGRID3
* xyz 1 2
S 4.443 -0.532 4.792
S -4.519 1.170 -1.488
S -2.680 -1.252 5.690
S 0.029 -0.152 1.444
S -0.206 0.721 -4.619
P 2.043 5.758 1.706
P -0.628 -5.118 -3.560
O -3.324 -2.568 5.988
O 2.207 6.212 3.037
O -3.235 1.979 -1.462
O 4.604 -1.769 5.782
O 0.901 -0.197 2.733
O 1.208 0.916 -5.198
O 0.321 -4.823 -4.644
N 3.513 5.491 0.874
N 1.300 4.237 1.589
N -2.215 -4.319 -3.690
N -0.148 -4.871 -1.903
N 1.274 6.975 0.637
N -1.066 -6.781 -3.657
C -3.263 -4.222 -2.665
C -2.744 -4.384 -5.098
C 0.877 -5.813 -1.291
C -1.026 -1.676 1.525
C -1.319 1.908 -5.446
C 4.016 6.413 -0.120
C -4.411 -0.175 -0.228
C 3.703 -1.232 3.286
C -1.011 -7.456 -4.898
C 1.173 3.568 0.313
C -1.919 -7.448 -2.606
C 1.567 8.374 0.678
C -5.864 2.431 -1.116
C 0.658 3.618 2.787
C -0.217 1.568 -2.880
C -1.002 -1.918 5.185
C 6.016 0.155 3.976
C 0.173 -3.459 -1.526
C 4.529 4.634 1.493
C -0.076 6.613 0.261
C -2.022 -0.588 7.312
C 1.250 -0.756 0.252
H -4.132 -4.701 -3.115
H 3.456 6.314 -1.050
H -0.144 -7.376 -5.553
H 2.593 8.542 1.005
H -0.794 -2.863 5.686
H 6.676 -0.517 3.427
H -5.722 2.684 -0.065
H 0.484 4.311 3.610
H 1.824 -5.324 -1.065
H -2.090 -8.468 -2.951
H -1.363 -2.015 0.546
H -0.717 -1.935 4.133
H 5.673 0.805 3.172
H 1.031 -6.731 -1.858
H 0.803 -1.107 -0.678
H 5.064 6.130 -0.216
H -3.111 -3.377 -5.299
H -2.945 -4.754 -1.768
H 4.350 -2.001 2.866
H 1.987 2.850 0.411
H 0.029 5.738 -0.381
H -1.397 -1.340 7.794
H -0.303 3.145 2.584
H 0.485 -6.313 -0.405
H 2.777 -1.745 3.545
H 5.175 3.980 0.908
H -0.400 -2.451 1.967
H -0.287 -1.141 5.456
H -0.968 2.937 -5.527
H 1.268 2.742 3.008
H -1.634 0.424 7.190
H -1.963 -7.249 -5.387
H -6.867 2.052 -1.314
H 0.053 0.777 -2.181
H -2.884 -0.411 7.955
H -4.430 0.263 0.770
H -0.385 7.358 -0.473
H 1.147 -3.209 -1.947
H -1.290 1.758 -2.899
H 0.815 8.880 1.283
H -1.791 -1.521 2.286
H 6.582 0.847 4.599
H -0.654 -2.779 -1.730
H -2.968 -7.161 -2.676
H -3.528 -0.811 -0.281
H -1.529 -7.417 -1.589
H -3.441 -3.209 -2.302
H 1.866 0.088 -0.056
H -3.604 -5.023 -5.299
H 3.565 -0.449 2.539
H -2.335 1.756 -5.082
H 1.521 4.072 -0.589
H 1.521 8.835 -0.309
H 5.146 5.241 2.155
H -1.249 1.536 -6.469
H -5.646 3.376 -1.612
H 0.387 -3.341 -0.464
H 0.326 2.513 -2.900
H 4.061 7.412 0.313
H 0.226 3.092 0.058
H -0.701 6.615 1.154
H -1.980 -4.385 -5.875
H 1.700 -1.648 0.689
H -1.025 -8.518 -4.651
H -5.169 -0.935 -0.411
H 3.942 3.920 2.071
*
```

E_LUMO (spin up / spin down) = -2.71 / -7.42 eV
Frontier orbital gap (spin up / spin down) = 6.86 / 2.15 eV
HOMO level (spin up / spin down) = -9.566 / -9.566 eV


Number 1: E_tot -2985.14770 hartree. Number 2: E_tot -2827.47424 hartree. Number 3: E_tot -2632.93446 hartree. Number 4: E_tot -4406.11103 hartree.